58
Properties=species:S:1:pos:R:3:forces:R:3 method="wB97M-V/def2-TZVPD" total_energy_ha=-2883.9260 homo_energy_ev=-10.66 e_lumo_ev=-2.94 max_force_ha_per_bohr=0.03160 gap_ev=7.71 total_charge=+1
Al 0.205 0.213 -0.063 0.6 0.7 -0.2
C 2.233 2.000 -1.874 0.3 0.3 0.1
N 1.276 0.888 -1.939 -0.3 -0.1 0.1
C 0.266 1.249 -2.969 -0.7 0.1 -0.5
C -1.075 1.806 -2.481 0.0 0.1 0.0
C -1.035 2.677 -1.230 -0.2 0.2 -0.5
N -1.003 1.813 -0.078 -0.1 -0.5 0.3
C -2.042 1.797 0.686 0.0 0.5 -0.1
C -2.247 1.005 1.846 0.0 -0.5 0.4
C -3.463 1.123 2.546 0.2 -0.1 -0.1
C -3.690 0.386 3.680 -0.2 0.1 0.1
C -2.693 -0.461 4.166 0.2 0.1 -0.1
C -1.496 -0.599 3.500 0.1 0.0 0.0
C -1.255 0.109 2.315 -0.4 0.2 -0.2
O -0.142 -0.050 1.645 -0.1 -0.5 0.8
C 2.010 -0.287 -2.456 0.4 -0.6 -0.2
C 3.215 -0.772 -1.642 -0.1 0.2 0.1
C 2.901 -1.111 -0.170 0.6 0.0 -0.2
N 1.488 -1.306 -0.031 -0.4 -0.2 0.1
C 1.028 -2.500 0.107 0.4 -0.1 0.0
C -0.339 -2.884 0.001 -0.6 0.0 -0.1
C -0.719 -4.195 0.337 -0.1 0.2 0.0
C -2.012 -4.616 0.159 0.0 -0.1 0.1
C -2.955 -3.746 -0.389 0.2 0.1 0.0
C -2.603 -2.467 -0.759 0.0 0.1 0.0
C -1.297 -2.003 -0.558 0.1 -0.3 0.1
O -0.963 -0.779 -0.913 -0.6 -0.1 -0.5
H 2.617 2.234 -2.876 0.0 -0.1 0.1
H 3.074 1.745 -1.239 0.0 0.0 0.0
H 1.766 2.895 -1.477 0.0 0.0 0.0
H 0.028 0.358 -3.553 0.1 0.0 0.0
H 0.715 1.978 -3.656 0.0 -0.2 0.1
H -1.754 0.980 -2.266 0.0 0.1 -0.1
H -1.506 2.385 -3.299 0.0 0.0 -0.1
H -1.931 3.308 -1.209 0.1 0.0 0.1
H -0.163 3.334 -1.215 -0.1 0.1 0.0
H -2.866 2.479 0.450 0.1 0.0 0.0
H -4.215 1.805 2.174 -0.1 0.0 0.0
H -4.627 0.469 4.208 -0.1 0.0 0.0
H -2.856 -1.000 5.087 0.0 -0.1 0.0
H -0.727 -1.261 3.866 0.1 -0.1 0.0
H 2.383 -0.055 -3.463 -0.2 0.0 0.0
H 1.299 -1.112 -2.540 0.0 0.2 -0.1
H 4.029 -0.050 -1.677 0.1 -0.1 -0.1
H 3.564 -1.670 -2.155 0.0 0.0 0.0
H 3.203 -0.288 0.478 0.1 -0.1 0.0
H 3.463 -2.003 0.126 -0.1 0.1 0.1
H 1.737 -3.319 0.262 0.1 0.1 0.0
H 0.025 -4.864 0.745 0.1 -0.1 0.0
H -2.304 -5.615 0.432 0.0 -0.2 0.1
H -3.971 -4.079 -0.529 -0.1 0.0 0.0
H -3.333 -1.796 -1.185 0.0 0.1 -0.1
Cl 3.676 2.168 3.684 -0.2 0.2 -0.6
C 3.381 2.839 2.062 1.2 0.9 0.7
Cl 4.856 2.677 1.041 -0.4 0.1 0.3
Cl 2.881 4.553 2.143 0.1 -0.6 0.0
C 2.357 2.098 1.390 -1.1 -0.7 -0.8
N 1.605 1.517 0.750 0.8 0.4 0.8